No. 1
Below is a structure of composition C38H57N6O9PSSiY in a non-equilibrium geometry, with properties calculated with ωB97M-V with the def2-TZVPD basis set.

Structure (ORCA input):
```
! RIJCOSX wB97M-V def2-TZVPD def2/J DEFGRID3
* xyz -1 1
Y -0.6596 -0.0551 0.5003
S 3.2577 0.5040 1.0369
P -0.8932 -3.5078 1.2449
Si 2.5566 -1.2527 -3.4179
O -1.8958 4.1338 -1.7762
O -1.2416 0.7064 -1.9589
O 0.5694 -3.4878 0.5398
O -1.7158 -4.1372 -0.0067
O -4.0022 -1.6004 1.2550
O -0.5462 -4.9256 2.1082
O -0.1767 -1.1325 2.5785
O -1.4635 2.1931 0.1942
O -2.2762 -1.1733 0.0731
N 3.2553 2.0748 3.2439
N 0.5472 0.8343 3.5363
N -0.3977 2.0751 -3.5506
N -2.5896 1.2432 -3.6935
N 0.1367 1.4665 2.3674
N 3.5500 3.1777 1.3877
C -1.5123 2.0106 -5.7029
C -2.9259 -0.7702 1.0752
C 3.5202 3.5010 -0.0168
C -1.2934 -3.7065 -2.3356
C -0.2109 -2.9172 6.3290
C 3.6248 4.0842 2.4308
C -0.4680 2.7066 -4.8494
C 4.0610 -0.0959 -3.3822
C 0.9820 -0.4299 5.9870
C 0.3078 5.0214 1.6306
C 0.9486 -0.6706 -0.9038
C -0.6318 5.6539 -0.4662
C -3.7634 0.7873 -2.9771
C 0.7812 2.3150 -2.7311
C 0.3244 -2.2481 7.4197
C -1.4397 -5.3936 3.0959
C -0.1467 3.7095 1.4554
C -0.1481 -2.3407 5.0709
C -1.3959 1.3238 -3.0050
C 0.1083 5.9900 0.6704
C -2.8072 1.9863 -4.9109
C 3.1667 -3.0323 -3.6426
C 0.4329 -1.0904 4.8905
C -4.8879 -1.2367 2.2889
C 0.1833 2.7462 2.4755
C 0.2877 -0.4504 3.5466
C 1.6006 -0.9866 -1.8909
C -1.1862 -4.7076 -1.1969
C 3.4301 3.4067 3.5749
C -0.9474 3.3466 0.3263
C -3.2863 4.2617 -1.5621
C 1.5267 -0.8364 -4.9613
C 3.3111 1.9262 1.8898
C 2.9592 -3.4529 0.3369
C -1.1592 4.3945 -0.6252
C 1.7803 -3.3017 1.2796
C 0.9296 -1.0102 7.2436
C -2.7982 -5.7973 2.5311
H 3.7389 0.9463 -3.3403
H -3.1283 3.0172 -4.6949
H 4.3915 4.0960 -0.2926
H -2.6800 -6.5934 1.7955
H 0.5271 3.1601 3.4261
H 3.8046 5.1291 2.2540
H -3.7768 3.9628 -2.4896
H -0.1492 -5.0102 -1.0470
H 3.8283 -3.1190 -4.5066
H 2.6049 4.0485 -0.2556
H 3.4278 3.7478 4.5940
H 1.9800 -1.2377 -5.8699
H -4.4563 1.6169 -2.7956
H 2.3272 -3.7145 -3.7888
H 0.5153 2.6253 -5.3222
H 4.7150 -0.2116 -4.2489
H 1.4207 0.5476 5.8463
H -3.2470 -4.9347 2.0385
H -3.4530 -6.1419 3.3338
H -0.7121 3.7741 -4.7527
H -3.5605 5.3000 -1.3333
H 0.5224 -1.2563 -4.8772
H -5.9083 -1.4208 1.9464
H -2.3255 -3.3660 -2.4226
H 0.2595 -2.6779 8.4118
H -1.7874 -5.5980 -1.4084
H 4.6519 -0.2821 -2.4837
H -4.7787 -0.1801 2.5431
H 1.3774 3.0976 -3.1995
H 3.5266 2.5615 -0.5672
H 2.9625 -4.4407 -0.1283
H 0.8469 5.2629 2.5397
H 3.8879 -3.3149 0.8930
H -0.8058 6.3908 -1.2424
H 1.7974 -2.3033 1.7218
H -3.6031 1.4940 -5.4756
H -1.1821 0.9871 -5.8921
H -0.6691 -2.8387 -2.1189
H -0.9798 -4.1556 -3.2801
H -0.9496 -6.2571 3.5566
H -3.6206 3.6170 -0.7440
H -4.2766 0.0063 -3.5440
H -1.5946 -4.6358 3.8736
H 0.4754 2.6462 -1.7385
H 1.3668 1.4054 -2.6202
H 2.8906 -2.6911 -0.4339
H 1.3447 -0.4825 8.0937
H -3.4369 0.3840 -2.0224
H 1.8299 -4.0446 2.0814
H -1.6394 2.5323 -6.6520
H 1.4208 0.2430 -5.0832
H 3.7160 -3.3723 -2.7637
H -0.5620 -2.8217 4.1965
H -4.7124 -1.8382 3.1858
H 0.5125 6.9875 0.7849
H 2.7450 1.3976 3.8014
H -0.6933 -3.8775 6.4671
*
```

The calculation puts the calculated total energy at -3555.47867 Ha. The HOMO-LUMO gap is 7.1 eV. For the HOMO energy, the calculation gives -4.57 eV. The value obtained for the largest force on an atom is 0.088 Eh/bohr. The calculation puts the energy above the lowest of the compared OMol25 structures with the same formula, charge and spin at 44.21 kcal per mole.

---

No. 2
Below is a cluster of 2 separate species, C61H72N3 in total in a non-equilibrium geometry, with properties calculated with ωB97M-V with the def2-TZVPD basis set.

Structure (ORCA input):
```
! RIJCOSX wB97M-V def2-TZVPD def2/J DEFGRID3
* xyz 1 1
N 2.1029 -0.1433 1.1160
N 1.7151 0.6876 2.1212
N 0.3746 0.7952 2.0117
C -1.9168 3.7941 3.8907
C 2.4708 -0.6102 -4.5710
C 0.9547 -1.0509 -1.0252
C -0.1582 -3.8643 -4.2834
C -3.6943 0.7027 -0.0488
C 0.2181 -5.1001 -4.8065
C 0.3393 0.5189 -4.2280
C 1.2091 -0.5902 -3.9824
C 2.4077 -2.4892 2.9728
C -0.3379 1.8240 2.7478
C 4.1756 0.5119 0.0045
C -1.0124 0.1290 -3.8291
C -2.7255 3.3787 -0.5811
C -2.1914 2.4529 4.1463
C 3.5247 -0.3192 0.9298
C -1.3721 1.4501 3.6225
C -1.4968 -0.1115 0.5985
C 6.2343 -0.6565 0.4724
C -2.3269 0.9308 0.0793
C 3.4608 1.7128 -0.6211
C -0.0795 0.1010 0.8989
C -1.4959 -0.0068 4.0540
C -2.8645 -0.3432 4.6481
C 2.0740 1.6431 -5.4279
C -0.8158 4.1568 3.1201
C 3.0561 1.4096 -2.0456
C 5.6171 -1.3058 1.5404
C 3.7057 -1.7045 3.1200
C 2.0749 -3.5365 -3.4135
C 1.5301 -5.5586 -4.6410
C -1.2338 -2.5671 1.3903
C 1.1698 3.5718 1.6410
C 1.0193 -0.3956 0.2314
C -1.7093 2.2797 -0.2599
C 3.5778 -0.6245 4.1973
C -6.6187 0.4456 0.4292
C -1.9078 -3.2956 2.5573
C 4.2654 -1.1203 1.8141
C -3.4014 0.1158 -3.6271
C -0.8782 -3.5815 0.2995
C 2.9027 0.5215 -5.2748
C -2.2274 0.7916 -3.9750
C -3.4298 -1.5801 0.6455
C -5.7642 -0.7941 0.1541
C 0.4562 -1.6332 -3.2644
C 5.5187 0.2652 -0.2855
C 0.7728 1.6424 -4.9167
C -0.3697 -0.4069 5.0074
C -2.1341 -1.8692 -2.9910
C 2.4467 -4.7849 -3.9167
C -4.2666 -0.5333 0.2624
C 0.7701 -3.0374 -3.6019
C -0.6211 2.2220 -1.3278
C 2.4479 3.6085 2.4690
C -0.0137 3.1743 2.5241
C -2.0656 -1.3989 0.8548
C 0.9349 4.8598 0.8535
C -3.3534 -1.2145 -3.1826
C -0.9568 -1.2029 -3.3334
C -6.1422 -1.4040 -1.1966
C 4.2960 2.9914 -0.5441
H 2.1799 -3.0212 3.9051
H -0.4413 0.1734 5.9391
H -2.1050 -2.8943 -2.6182
H 2.3034 4.2225 3.3687
H 2.6863 2.5823 2.7743
H 1.8412 -1.5709 -1.3946
H 2.4445 2.5136 -5.9692
H 3.9317 1.1301 -2.6492
H -1.7930 -3.9649 -0.1753
H -4.3630 0.6253 -3.7193
H 4.4751 -2.4130 3.4590
H -0.5149 -5.6947 -5.3569
H -0.2921 -2.1442 1.7691
H 2.5665 2.2721 -2.5155
H -1.2003 -4.0079 3.0022
H -0.0574 4.8609 0.3811
H -6.4975 1.1894 -0.3654
H -0.5765 5.2104 2.9634
H 2.4757 -3.2211 2.1607
H 3.1952 -1.0472 5.1344
H 4.6589 3.1594 0.4772
H -1.1725 -3.5129 -4.4682
H 7.2855 -0.8431 0.2557
H 1.6864 4.9541 0.0564
H 0.0834 2.4762 -5.0551
H -3.2425 3.1633 -1.5271
H -4.3385 1.5048 -0.4115
H 6.1998 -1.9669 2.1864
H 4.5503 -0.1590 4.3975
H -0.0530 1.2856 -1.2771
H -3.0323 0.2332 5.5679
H 2.5443 1.8656 -0.0307
H -4.2794 -1.7609 -3.0053
H -6.3480 0.9003 1.3868
H -2.2232 -2.5971 3.3413
H 3.0960 -1.4979 -4.4997
H 2.8889 0.1587 3.8548
H 1.0169 5.7394 1.5074
H -7.2139 -1.6326 -1.2334
H 3.2858 4.0111 1.8879
H -0.2493 -3.1328 -0.4736
H -0.0940 -1.3061 -1.2394
H -5.9970 -1.5475 0.9221
H 3.4658 -5.1449 -3.7578
H 0.0870 3.0557 -1.2144
H 0.6141 -0.2073 4.5630
H -2.2357 1.8115 -4.3659
H -2.9238 -1.4080 4.9058
H -5.5878 -2.3318 -1.3776
H -0.3204 -4.4229 0.7325
H -2.2135 4.3451 -0.6794
H -3.8682 -2.5679 0.8184
H 5.9991 0.8310 -1.0859
H -0.4277 -1.4764 5.2539
H 2.8033 -2.9263 -2.8751
H -7.6743 0.1601 0.4700
H -5.9159 -0.7027 -2.0109
H 1.5761 -1.8084 2.7664
H 2.3562 0.5670 -2.0688
H 3.8984 0.5164 -5.7219
H 3.6889 3.8570 -0.8415
H 1.8318 -6.5142 -5.0728
H -1.0647 2.2856 -2.3289
H -2.5587 4.5677 4.3128
H 5.1637 2.9278 -1.2142
H -3.0379 2.1800 4.7779
H -1.3767 -0.5961 3.1324
H -2.7877 -3.8519 2.2106
H -1.2010 2.5890 0.6682
H -3.6656 -0.1165 3.9318
H 1.2876 2.7602 0.9085
H -3.4652 3.4713 0.2253
*
```

The calculation puts the calculated total energy at -2531.61108 Ha. The HOMO-LUMO gap is 4.8 eV. For the HOMO energy, the calculation gives -9.41 eV. The value obtained for the largest force on an atom is 0.061 Eh/bohr.

---

No. 3
Below is a cluster of 2 separate species, C5H14N3 in total in a non-equilibrium geometry, with properties calculated with ωB97M-V with the def2-TZVPD basis set.

Structure (ORCA input):
```
! RIJCOSX wB97M-V def2-TZVPD def2/J DEFGRID3
* xyz 1 1
N 1.5880 0.5467 0.0172
N -1.4370 0.8612 -0.2778
N 0.3243 -2.8468 0.5185
C -1.7095 2.9804 -1.3242
C -1.6008 2.2742 -0.2088
C 1.2161 -1.7283 0.8394
C -1.3717 0.1226 0.7608
C 1.3720 -0.8465 -0.4051
H 1.8113 1.1093 -0.7962
H 2.4430 0.5671 0.5557
H 0.4558 -0.9234 -0.9952
H -1.6552 2.4722 -2.2785
H -1.4513 0.4096 -1.1709
H -1.6101 2.6517 0.8019
H -1.7948 4.0557 -1.3175
H 0.7868 -1.1261 1.6425
H 0.7217 -3.4183 -0.2128
H -1.2555 -0.9534 0.6435
H 0.1725 -3.4459 1.3240
H 2.2046 -2.0676 1.1593
H 2.1759 -1.2620 -1.0220
H -1.3861 0.5675 1.7462
*
```

The calculation puts the calculated total energy at -362.87803 Ha. The HOMO-LUMO gap is 8.1 eV. For the HOMO energy, the calculation gives -12.96 eV. The value obtained for the largest force on an atom is 0.031 Eh/bohr. The calculation puts the energy above the lowest of the compared OMol25 structures with the same formula, charge and spin at 63.47 kcal per mole.

---

No. 4
Below is a structure of composition C35H35N5Sn in a non-equilibrium geometry, with properties calculated with ωB97M-V with the def2-TZVPD basis set.

Structure (ORCA input):
```
! RIJCOSX wB97M-V def2-TZVPD def2/J DEFGRID3
* xyz 4 1
Sn -0.2698 0.0813 0.5363
N 0.4672 0.1588 -2.9770
N -0.6935 0.0629 2.8661
N -0.3767 -2.2130 1.4295
N -0.4478 2.3613 1.4435
N 2.3105 0.2461 -0.9905
C -1.5526 1.0977 -3.8722
C -0.8688 1.2256 3.5250
C -2.5754 0.9518 -4.7806
C -1.0760 0.0498 5.6057
C -1.3137 2.3713 -3.1341
C -1.0548 1.2468 4.9067
C -0.3808 3.4515 0.6759
C -0.7142 4.7141 1.1300
C -0.6507 -0.0068 -3.6949
C -0.2948 -3.2969 0.6570
C 1.6818 0.4012 -3.2776
C -0.7420 -1.1067 3.5340
C 2.0945 0.6901 -4.6734
C -2.8134 -0.2778 -5.4173
C 3.0527 -2.4539 -0.3107
C -0.6984 -4.7395 2.4961
C 4.1344 0.3886 -2.5932
C -0.9201 -1.2841 -4.3153
C -0.8567 2.4695 2.7217
C -0.4283 -4.5835 1.1441
C 3.1707 2.5817 0.5460
C 3.0633 0.0618 0.1407
C -0.6324 -2.3494 2.7430
C -0.0572 -2.4568 -4.0465
C 4.1110 -1.4521 1.7029
C -0.9244 -1.1413 4.9146
C 4.5092 -0.3681 2.4858
C 3.4751 1.1759 0.9362
C 2.7064 0.3504 -2.2046
C -1.1547 4.8403 2.4402
C 4.2162 0.9301 2.0784
C 3.3968 -1.2719 0.5347
C -0.8158 -3.6155 3.2990
C -1.9824 -1.3703 -5.1941
C -1.2359 3.7090 3.2396
H 4.3964 -0.4695 -3.2157
H -1.2215 0.0400 6.6752
H -0.8324 -5.7247 2.9153
H -0.0276 3.2982 -0.3401
H -1.6084 3.8034 4.2474
H -1.3634 2.1971 -2.0501
H 4.0909 3.1674 0.5535
H -1.0646 -3.7428 4.3390
H -0.6739 -3.3329 -3.8403
H 4.5837 1.7627 2.6578
H -3.2217 1.7870 -5.0104
H -1.1888 2.1709 5.4454
H 4.7781 0.3807 -1.7170
H 2.7090 2.6608 -0.4344
H -0.6443 5.5701 0.4790
H -0.3343 2.7896 -3.3671
H 4.3550 1.2784 -3.1858
H 4.3864 -2.4536 1.9977
H -0.9536 -2.0733 5.4534
H -2.1744 -2.3085 -5.6954
H 2.8020 -0.0567 -5.0381
H 1.2360 0.7079 -5.3417
H -3.6843 -0.3924 -6.0485
H 0.6295 -2.2913 -3.2191
H -2.0575 3.1167 -3.4036
H 2.3290 -2.2156 -1.0902
H 5.0495 -0.5400 3.4048
H -0.1210 -3.1162 -0.3978
H -0.3326 -5.4345 0.4883
H 2.6679 -3.2631 0.3090
H 2.6112 1.6483 -4.7395
H 3.9585 -2.8427 -0.7834
H 2.5156 3.0403 1.2869
H 0.5105 -2.7143 -4.9465
H -1.4235 5.8099 2.8335
*
```

The calculation puts the calculated total energy at -1841.36323 Ha. The HOMO-LUMO gap (spin up / spin down) is 6.0 / 5.0 eV. For the HOMO energy (spin up / spin down), the calculation gives -19.21 / -19.21 eV. The value obtained for the largest force on an atom is 0.030 Eh/bohr.

---

No. 5
Below is a structure of composition CH14CuO10 in a non-equilibrium geometry, with properties calculated with ωB97M-V with the def2-TZVPD basis set.

Structure (ORCA input):
```
! RIJCOSX wB97M-V def2-TZVPD def2/J DEFGRID3
* xyz -1 1
Cu -0.0807 0.0022 -0.0863
O -0.5708 0.7015 -1.8274
O -0.6175 -1.0290 1.4278
O 1.5450 0.8005 0.6686
O 1.2534 -0.4382 3.2473
O 0.5725 3.2147 0.8380
O 1.2501 -1.7520 -0.8298
O -2.3541 -1.2785 -1.0367
O 0.9840 -0.4525 -3.4242
O -2.4599 1.7687 -1.5219
O -1.0812 1.4156 0.1956
C -1.2227 1.4140 -1.0540
H -1.5903 -1.1041 1.5697
H 0.4743 -0.0953 -2.7176
H 0.8578 -1.4065 -3.4068
H 1.6463 -1.9202 0.0115
H 0.7416 -0.6602 2.4517
H 0.7177 3.2243 1.8262
H -2.2696 -1.8359 -1.8328
H 0.6202 -2.4009 -0.9846
H 1.8185 0.4722 1.5490
H -1.8905 -0.5377 -1.4618
H 1.5406 1.7785 0.5931
H -0.0397 2.4631 0.6502
H 0.6228 -0.4178 3.9688
H -0.4678 -1.9264 1.1863
*
```

The calculation puts the calculated total energy at -2439.32574 Ha. The HOMO-LUMO gap is 4.3 eV. For the HOMO energy, the calculation gives -2.21 eV. The value obtained for the largest force on an atom is 0.234 Eh/bohr. The calculation puts the energy above the lowest of the compared OMol25 structures with the same formula, charge and spin at 48.98 kcal per mole.